(1)
ORCA calculation (the ωB97M-V functional and the def2-TZVPD basis) on a molecular structure, C29H37F12N5O7P2Sn at a distorted geometry.

```
93
Properties=species:S:1:pos:R:3:forces:R:3
Sn -0.1859 -0.4272 0.1660 -0.80 -0.95 0.25
C -5.8316 1.4368 -3.1318 0.19 -0.02 0.05
C -4.8401 0.6750 -2.2875 -0.04 0.08 0.00
C -4.2403 -0.4947 -2.7435 -0.08 -0.01 0.06
C -3.3734 -1.1952 -1.9357 0.17 -0.05 0.05
C -3.0377 -0.7735 -0.6328 -0.41 0.07 -0.24
N -2.2162 -1.5403 0.1878 0.90 0.40 -0.02
C -2.3789 -2.8933 0.2533 -0.14 -0.16 0.05
C -3.5671 -3.5237 -0.2033 0.01 0.19 -0.02
C -3.7253 -4.8895 -0.2719 0.13 -0.04 0.03
C -2.7182 -5.7374 0.1673 -0.03 -0.07 0.02
C -2.7929 -7.2368 0.0252 0.03 0.12 0.09
C -1.6308 -5.1433 0.7933 -0.16 -0.02 -0.18
C -1.4439 -3.7686 0.8886 0.17 0.01 -0.09
C -0.3170 -3.2412 1.7921 0.05 -0.13 0.40
O 0.4063 -2.1709 1.3938 -0.27 0.80 -0.57
C 0.7739 -4.3325 2.0941 0.50 -0.17 0.11
F 1.8531 -3.7843 2.6870 -0.14 -0.07 -0.12
F 1.2338 -4.9196 0.9710 -0.12 0.13 0.07
F 0.4050 -5.3469 2.9323 -0.12 0.15 -0.17
C -0.9815 -2.9239 3.1768 -0.08 -0.11 0.51
F -1.6695 -1.7878 3.1497 0.08 -0.09 -0.11
F -0.0707 -2.7985 4.1811 -0.04 0.06 -0.19
F -1.8325 -3.8980 3.5999 0.08 0.14 -0.12
C -3.5217 0.4964 -0.2418 0.08 -0.01 0.03
C -4.4423 1.1597 -1.0516 -0.02 -0.11 -0.20
C -3.0062 1.1457 1.0523 -0.18 0.18 0.39
O -1.6960 0.9965 1.2968 0.28 -0.45 -0.23
C -3.9022 0.6211 2.2253 -0.47 0.02 0.22
F -3.5030 1.0756 3.4313 0.09 -0.08 -0.16
F -5.2068 1.0319 2.0991 0.20 -0.11 -0.04
F -3.9658 -0.7095 2.2987 0.18 0.15 -0.02
C -3.1966 2.7171 1.0275 0.09 0.47 0.00
F -2.6775 3.2397 -0.1090 0.02 -0.11 0.12
F -4.4524 3.2479 1.1229 0.11 -0.21 -0.11
F -2.5212 3.2936 2.0434 -0.11 -0.12 -0.07
H -6.3965 0.7663 -3.7822 0.00 0.01 -0.01
H -5.3136 2.1634 -3.7653 -0.10 0.04 -0.04
H -6.5390 1.9793 -2.5028 -0.01 0.04 -0.03
H -4.4602 -0.8639 -3.7409 -0.02 -0.02 0.00
H -2.9091 -2.1036 -2.2935 0.02 0.00 -0.02
H -4.3830 -2.8917 -0.5210 -0.01 0.01 -0.08
H -4.6446 -5.3010 -0.6802 -0.01 0.01 0.01
H -3.7028 -7.5393 -0.4962 -0.02 0.00 0.02
H -2.7801 -7.7248 1.0042 -0.02 -0.08 -0.03
H -1.9400 -7.6177 -0.5427 -0.02 -0.05 -0.01
H -0.9049 -5.8180 1.2214 0.02 0.04 0.03
H -4.8725 2.0943 -0.7188 0.01 0.00 0.02
C 4.0725 0.2179 1.2007 0.05 0.00 0.10
N 3.9992 0.0877 -0.2454 -0.66 0.14 -0.16
C 3.7328 -1.2976 -0.6677 0.15 0.07 -0.23
P 3.3922 1.2354 -1.2882 0.73 0.78 0.35
O 2.1165 1.1118 -1.9817 -0.09 -0.40 -0.17
O 3.4276 2.6216 -0.3831 -0.38 -0.56 0.09
P 2.2693 2.9431 0.6964 0.36 0.60 0.24
O 1.4857 1.8095 1.1983 0.26 0.14 -0.02
N 3.1980 3.6291 1.9088 -0.49 0.16 -0.17
C 3.9480 4.8315 1.6062 0.06 -0.19 0.07
C 2.7654 3.4677 3.2853 0.11 -0.12 -0.04
N 1.4211 4.2158 -0.0072 0.15 -0.59 0.23
C 0.4148 4.6936 0.9529 -0.06 0.06 0.02
C 0.7918 3.9024 -1.2958 0.04 0.02 -0.12
N 4.6398 1.6045 -2.3342 -0.11 -0.43 -0.05
C 4.5773 1.1080 -3.7016 -0.10 0.12 0.03
C 5.9703 1.7571 -1.7857 -0.09 0.14 -0.08
H 3.1318 -0.0479 1.6895 0.00 0.02 -0.02
H 4.3459 1.2344 1.4829 0.01 -0.04 0.04
H 4.8494 -0.4666 1.5560 0.03 0.05 -0.01
H 2.9002 -1.7335 -0.1073 -0.04 0.06 -0.06
H 4.6330 -1.8956 -0.4907 -0.04 -0.01 -0.02
H 3.4742 -1.3244 -1.7295 -0.13 -0.18 0.06
H 4.1114 4.8752 0.5316 0.11 0.14 0.03
H 4.9167 4.8059 2.1169 0.00 0.04 -0.03
H 3.4157 5.7394 1.9207 -0.02 -0.02 -0.03
H 2.0131 2.6814 3.3150 0.02 0.00 0.13
H 2.3363 4.3935 3.6908 -0.01 0.00 -0.04
H 3.6110 3.1760 3.9170 -0.02 0.03 0.02
H 0.8873 4.8952 1.9157 -0.03 0.08 -0.01
H -0.3842 3.9627 1.1082 0.03 0.01 -0.02
H -0.0202 5.6205 0.5730 0.03 0.00 0.02
H -0.0370 3.1946 -1.1913 0.01 0.01 0.04
H 1.5241 3.4636 -1.9683 -0.03 0.03 -0.06
H 0.4122 4.8341 -1.7225 0.00 -0.02 -0.01
H 3.5987 0.6668 -3.8796 -0.07 0.09 -0.09
H 5.3265 0.3274 -3.8726 0.05 0.00 0.05
H 4.7531 1.9236 -4.4135 -0.01 -0.09 -0.01
H 5.8989 1.9322 -0.7135 0.13 0.03 -0.01
H 6.4684 2.6165 -2.2486 0.04 -0.02 0.03
H 6.5893 0.8670 -1.9549 -0.04 -0.03 0.05
O 1.7645 -2.0003 -3.3352 -0.05 0.05 0.25
C 0.5543 -2.0947 -3.0636 0.03 -0.23 -0.56
O -0.0992 -1.7223 -2.0615 -0.01 0.08 0.38
H -0.0780 -2.6073 -3.8524 0.09 0.11 0.14
```
Positions in Å, forces in eV/Å.

Summary:
Charge = -2
Highest occupied orbital energy = -0.0520 hartree
Relative energy (zero: lowest compared OMol25 entry of this formula, charge and spin) = 1.3461 eV
Frontier orbital gap = 5.3805 eV
Total energy = -4023.4929 hartree

***

(2)
ORCA calculation (the ωB97M-V functional and the def2-TZVPD basis) on a molecular structure, C29H37F12N5O7P2Sn.

```
93
Properties=species:S:1:pos:R:3:forces:R:3
Sn -1.9852 -0.1619 -0.6334 0.11 0.12 0.00
C -0.3331 2.7666 -6.1836 0.00 0.00 0.01
C -0.3302 1.7034 -5.1158 -0.01 0.00 -0.01
C 0.7890 1.4714 -4.3224 0.00 -0.01 0.00
C 0.7621 0.5101 -3.3361 0.05 0.01 -0.02
C -0.3716 -0.2906 -3.0919 -0.03 0.05 0.09
N -0.4290 -1.1811 -2.0406 0.04 -0.14 0.01
C 0.6142 -1.9859 -1.7187 -0.03 0.10 0.00
C 1.7124 -2.1910 -2.5963 -0.01 -0.02 0.01
C 2.8119 -2.9530 -2.2637 0.00 -0.02 0.06
C 2.8895 -3.5987 -1.0358 0.02 0.01 -0.06
C 4.0737 -4.4444 -0.6438 -0.01 0.00 -0.02
C 1.7772 -3.4941 -0.2105 -0.05 0.02 -0.02
C 0.6455 -2.7427 -0.5072 -0.02 -0.04 0.06
C -0.5846 -2.8699 0.4259 0.06 0.00 -0.02
O -1.4750 -1.8556 0.4992 -0.11 -0.03 -0.07
C -0.1443 -3.1065 1.9191 0.01 0.05 0.02
F -1.1543 -2.9011 2.7716 0.03 -0.02 0.00
F 0.8399 -2.2572 2.2811 -0.03 -0.05 0.07
F 0.3094 -4.3591 2.2058 0.01 0.02 -0.02
C -1.3648 -4.1477 -0.0293 -0.03 0.05 0.00
F -1.9660 -3.9233 -1.1960 0.03 -0.06 0.02
F -2.3200 -4.4997 0.8569 0.01 0.02 -0.02
F -0.5832 -5.2459 -0.1871 -0.04 0.02 -0.02
C -1.5361 -0.0069 -3.8475 -0.03 -0.01 0.00
C -1.4702 0.9614 -4.8487 0.01 0.01 -0.03
C -2.8504 -0.7739 -3.5447 -0.07 0.05 -0.02
O -3.1597 -0.9518 -2.2355 0.04 -0.12 0.01
C -2.7642 -2.1500 -4.2760 -0.01 0.00 -0.02
F -3.9109 -2.8514 -4.1828 0.04 0.00 0.01
F -2.5173 -2.0097 -5.6081 0.00 -0.01 0.04
F -1.7910 -2.9180 -3.7938 -0.04 -0.01 -0.02
C -4.0993 -0.0170 -4.1196 0.04 0.01 0.00
F -4.1149 1.2565 -3.6874 -0.01 -0.01 -0.02
F -4.1837 0.0380 -5.4805 -0.04 0.00 0.02
F -5.2451 -0.5748 -3.7164 0.02 0.01 -0.02
H 0.6697 2.9228 -6.5871 0.00 0.00 -0.01
H -0.6833 3.7273 -5.7938 0.00 0.01 0.00
H -0.9901 2.4930 -7.0114 0.00 0.00 0.00
H 1.6882 2.0641 -4.4684 0.01 0.00 0.00
H 1.6252 0.3633 -2.6984 -0.01 0.01 -0.02
H 1.6794 -1.7306 -3.5731 0.00 0.00 0.00
H 3.6235 -3.0513 -2.9809 0.00 0.00 0.00
H 4.9495 -4.1915 -1.2463 0.00 0.00 0.00
H 3.8793 -5.5135 -0.7815 0.01 0.00 0.00
H 4.3405 -4.2990 0.4063 0.00 0.00 0.00
H 1.8026 -4.0601 0.7098 0.01 -0.01 0.01
H -2.3403 1.1609 -5.4576 0.01 0.00 0.01
C 3.3638 0.8073 3.4111 0.01 -0.01 0.04
N 2.9491 0.5647 2.0495 -0.01 0.09 0.07
C 3.5796 -0.5949 1.4302 0.01 0.02 -0.02
P 1.5514 1.1214 1.3551 0.01 -0.18 0.04
O 0.8884 0.1208 0.5244 -0.11 0.15 -0.05
O 0.7665 1.5619 2.7086 -0.03 0.14 0.08
P -0.4994 2.5295 3.0060 0.11 0.15 0.02
O -0.6295 3.6742 2.0839 0.05 -0.26 0.14
N -0.1528 3.1085 4.5395 -0.05 -0.05 0.00
C -0.0679 2.1716 5.6392 0.02 -0.02 0.01
C 0.7125 4.2593 4.6770 0.06 0.00 -0.02
N -1.7325 1.4937 3.1763 -0.08 0.00 -0.36
C -3.0924 1.9978 2.9799 -0.08 -0.04 0.07
C -1.6519 0.0362 3.2713 -0.01 0.06 0.11
N 1.8782 2.5052 0.5298 0.05 -0.01 -0.10
C 1.0083 2.9073 -0.5734 0.03 -0.01 -0.02
C 2.5955 3.5950 1.1506 -0.03 0.03 0.08
H 4.4401 1.0131 3.4462 0.00 -0.01 0.01
H 3.1647 -0.0642 4.0488 0.01 0.00 -0.01
H 2.8360 1.6574 3.8374 0.02 0.00 -0.03
H 4.6580 -0.4294 1.3365 0.01 0.00 -0.01
H 3.1531 -0.7780 0.4463 0.00 -0.02 0.00
H 3.4101 -1.4946 2.0322 0.00 0.02 -0.02
H -0.7590 1.3468 5.4748 0.00 0.00 0.03
H -0.3389 2.6700 6.5751 0.00 0.00 0.00
H 0.9444 1.7579 5.7544 0.00 -0.01 0.00
H 0.6042 4.8952 3.8019 0.00 0.02 0.00
H 1.7714 3.9757 4.7826 0.00 0.00 -0.01
H 0.4329 4.8306 5.5684 0.00 -0.01 0.00
H -3.0749 3.0790 2.8526 -0.01 0.00 -0.04
H -3.7048 1.7469 3.8520 0.01 0.03 0.02
H -3.5407 1.5206 2.1058 0.01 0.01 -0.01
H -0.6193 -0.2915 3.2744 0.06 -0.04 -0.01
H -2.1631 -0.4328 2.4338 -0.01 0.00 -0.06
H -2.1388 -0.2929 4.1969 0.02 -0.01 0.00
H 0.4534 2.0475 -0.9400 0.00 -0.02 0.00
H 1.6209 3.3003 -1.3913 -0.01 0.00 0.01
H 0.2969 3.6663 -0.2406 -0.02 0.02 -0.01
H 3.1128 3.2603 2.0505 0.03 -0.05 -0.02
H 1.9034 4.3961 1.4329 0.01 0.03 0.01
H 3.3482 3.9964 0.4635 -0.04 0.02 -0.01
O -5.3095 -1.4129 1.9092 -0.04 -0.04 0.02
C -4.5259 -1.3625 0.9630 -0.02 0.18 0.06
O -3.8476 -0.3303 0.6121 -0.04 -0.13 0.03
H -4.3798 -2.2606 0.3377 0.07 -0.07 -0.06
```
Positions in Å, forces in eV/Å.

Summary:
Charge = -2
Highest occupied orbital energy = -0.0491 hartree
Relative energy (zero: lowest compared OMol25 entry of this formula, charge and spin) = 0.0000 eV
Frontier orbital gap = 5.2418 eV
Total energy = -4023.5424 hartree